C23H20MgN8O3 as an isolated structure, computed with ωB97M-V/def2-TZVPD.

CARTESIAN COORDINATES (ANGSTROEM)
N  -1.24673  2.36720  0.25806
N  1.85016  0.07506  0.85160
C  0.36529  6.15260  -0.34264
C  -4.66027  -2.99045  0.22240
H  -1.36613  -3.00108  1.55792
O  0.34590  1.39249  -1.10745
C  1.42748  -4.65918  0.63513
C  1.45972  3.94024  -1.60809
H  1.81971  -5.65441  0.47406
H  -6.38598  -2.11757  1.16414
C  4.46782  -0.02538  0.38133
H  -3.59707  1.67570  0.67894
C  -5.37652  -1.94973  0.81481
H  1.87257  3.06977  -2.10241
C  -4.78510  -0.71390  0.91666
H  -1.08480  4.76856  0.44472
H  2.89442  5.30848  -2.42385
H  3.24570  -3.61102  0.07810
H  -5.32706  0.11412  1.36014
O  -2.77006  -3.91888  -0.79701
C  0.34553  3.78128  -0.79038
N  3.77459  -1.17855  0.30329
C  2.48825  -1.05851  0.56322
C  1.49079  6.29978  -1.14429
H  2.66311  3.12227  1.42086
C  -3.47366  -0.49908  0.46895
O  -1.52749  -1.36985  -0.61843
H  1.11654  2.35327  1.54053
C  2.02927  5.19241  -1.78286
N  -1.66665  1.06526  0.42252
H  -0.06736  7.01800  0.14302
C  -2.14349  -3.79659  -2.06900
C  1.66849  -2.29184  0.63051
H  -0.52149  -5.31426  1.28430
C  -2.73567  -1.54141  -0.17483
H  -5.08744  -3.98271  0.14051
N  2.12006  2.27825  1.47769
N  5.77438  -0.08806  0.08266
H  1.94511  7.27438  -1.27110
C  -0.21333  2.41264  -0.55859
C  2.65188  1.15743  0.98115
H  -1.96823  -4.81545  -2.41332
C  0.12738  -4.47417  1.08230
C  -0.34572  -3.18339  1.24635
H  -1.19982  -3.25863  -2.00577
C  -0.20635  4.90289  -0.16943
H  6.17572  -0.98912  -0.10101
Mg  -0.19473  -0.19682  -0.00462
C  -3.39046  -2.80158  -0.27814
N  3.96084  1.15096  0.73539
H  6.35393  0.72264  0.19665
C  -2.91745  0.82927  0.56128
N  0.40285  -2.10928  1.01761
H  -2.79804  -3.28680  -2.78047
C  2.21957  -3.54726  0.40683

Its HOMO energy is -7.23 eV. For the electronic energy, the calculation gives -47688.5631 eV. For the HOMO-LUMO gap, the calculation gives 6.7 eV.

Atom charges from the Löwdin analysis, given in e for atoms 1 to 8: N 0.06; N 0.13; C -0.09; C -0.01; H 0.13; O -0.10; C -0.04; C -0.04